Record 1
{"formula": "C5H15N2", "method": "ωB97M-V/def2-TZVPD", "species": ["C", "C", "C", "C", "C", "N", "N", "H", "H", "H", "H", "H", "H", "H", "H", "H", "H", "H", "H", "H", "H", "H"], "positions_angstrom": [[-0.45698, -0.17565, 0.76131], [0.81580, -0.73785, 0.25989], [1.39062, -0.01068, -0.98255], [1.03369, -0.85386, -2.32202], [1.47395, -2.37880, -2.09239], [-3.33386, 2.62538, 2.88744], [-0.42423, 1.20247, 1.31732], [-0.84572, -0.77672, 1.52100], [-1.20482, -0.08837, -0.04902], [-3.28180, 2.85308, 3.85523], [1.51664, -1.17618, 1.04431], [1.06131, 1.12193, -1.17745], [2.53840, 0.15552, -0.90351], [1.56599, -0.52026, -3.19367], [-0.02179, -0.84829, -2.51423], [1.13540, -3.00566, -2.98833], [0.94809, -2.69164, -1.19941], [-4.19347, 2.59545, 2.46912], [2.59406, -2.41519, -1.93907], [-2.57577, 1.97755, 2.52171], [-0.13781, 1.93299, 0.71323], [0.40230, 1.21476, 2.01109]], "forces_ev_per_angstrom": [[-1.8586, 0.0437, -1.6472], [2.1938, 4.9459, -0.1968], [1.2067, 0.7122, -0.6429], [1.2021, -2.0019, 1.4431], [0.1769, 1.3510, -1.4026], [4.2933, -0.8453, -0.2732], [3.3851, -1.3808, 2.4785], [-0.7486, -0.9777, 1.1692], [0.3487, -0.4706, 0.1191], [-0.1337, -0.1321, 0.3037], [-0.8992, -0.4177, -1.5126], [-0.2459, -2.6042, 0.8669], [-1.7960, -1.0303, -0.0353], [0.1805, 0.7843, -0.0877], [-0.5480, 0.3536, 0.0417], [0.6775, 0.8006, 1.4074], [-0.0412, -0.6528, 0.3532], [-2.2377, -0.3169, -0.9446], [-1.3332, -0.2497, -0.1861], [-1.8916, 1.2837, 0.8968], [-0.0571, 0.6751, -1.4527], [-1.8737, 0.1300, -0.6979]], "relative_energy_ev": 5.066, "total_charge": 1, "multiplicity": 1, "gap_ev": 4.0, "energy_ev": -8397.6102}

Record 2
{"formula": "C21H26ClN4O7PSTc", "method": "ωB97M-V/def2-TZVPD", "species": ["Tc", "C", "C", "N", "O", "H", "H", "H", "H", "H", "O", "S", "O", "O", "C", "N", "C", "C", "C", "N", "C", "C", "C", "N", "C", "C", "H", "H", "H", "H", "H", "H", "Cl", "C", "C", "C", "C", "C", "C", "C", "H", "H", "H", "H", "H", "H", "C", "O", "P", "O", "C", "O", "C", "H", "H", "H", "H", "H", "H", "H", "H", "H"], "positions_angstrom": [[0.70645, 0.06982, -1.62332], [2.97531, -2.94228, -1.48606], [3.48290, -1.57120, -1.80264], [4.74559, -1.42701, -2.15767], [2.73693, -0.55939, -1.75522], [3.72712, -3.53930, -0.97259], [2.72076, -3.45368, -2.41662], [2.08761, -2.87111, -0.86069], [5.37477, -2.21302, -2.18993], [5.09962, -0.51536, -2.40656], [-1.96239, -0.53848, 8.65043], [-1.90662, -1.25330, 7.42401], [-2.84217, -0.98063, 6.38428], [-1.27170, -2.57900, 7.42262], [-0.08438, -0.70577, 6.60898], [0.82089, -0.35973, 7.46055], [1.93811, 0.11670, 6.90461], [2.07552, 0.19943, 5.52172], [1.00931, -0.23462, 4.74972], [-0.10211, -0.72242, 5.31437], [0.98405, -0.22196, 3.25945], [1.86528, 0.52941, 2.49013], [1.73543, 0.51741, 1.11706], [0.77167, -0.17500, 0.48193], [-0.07018, -0.91352, 1.22906], [0.00960, -0.96608, 2.60155], [2.73022, 0.42175, 7.57640], [2.99672, 0.56152, 5.09026], [2.63808, 1.13841, 2.93657], [2.41146, 1.08790, 0.49307], [-0.83460, -1.46093, 0.69785], [-0.69706, -1.55688, 3.16752], [1.03267, 0.66937, -3.98281], [-0.04304, 2.09551, -4.03408], [-0.49872, 2.56199, -5.24517], [-1.36996, 3.64378, -5.20938], [-1.75121, 4.19855, -3.99419], [-1.25694, 3.69633, -2.79908], [-0.36718, 2.62631, -2.79919], [0.24461, 2.07410, -1.55012], [-0.19734, 2.10621, -6.17799], [-1.75419, 4.04599, -6.13640], [-2.43704, 5.03396, -3.97834], [-1.55551, 4.13838, -1.85734], [-0.32795, 2.32820, -0.65950], [1.28273, 2.43196, -1.43219], [-1.69853, -2.84821, -1.79460], [-2.12109, -1.61398, -1.18360], [-1.65103, -0.18561, -1.71399], [-2.35304, 0.07642, -3.09541], [-2.15187, -0.67707, -4.30816], [-2.43677, 0.80613, -0.79849], [-3.19263, 0.52703, 0.40821], [-1.86365, -3.63528, -1.06530], [-0.63600, -2.81258, -2.05552], [-2.29032, -3.04477, -2.68495], [-2.99088, -1.35753, -4.43158], [-1.21685, -1.23590, -4.28448], [-2.13258, 0.03602, -5.12634], [-4.00849, 1.24196, 0.42585], [-2.54466, 0.67657, 1.26920], [-3.58468, -0.48550, 0.38405]], "forces_ev_per_angstrom": [[-0.0656, -0.0002, 0.2402], [0.0211, -0.0256, -0.0049], [-0.0052, 0.1451, 0.0403], [0.0015, -0.0492, 0.0539], [-0.0476, -0.1383, 0.0064], [0.0015, -0.0048, -0.0133], [-0.0172, 0.0071, -0.0025], [0.0030, -0.0047, 0.0036], [0.0104, 0.0079, -0.0087], [0.0035, 0.0032, -0.0068], [-0.0434, 0.0133, -0.0170], [0.2752, -0.1375, 0.0133], [-0.0190, 0.0294, -0.0318], [-0.0683, 0.1314, -0.0193], [-0.2728, -0.0182, 0.0487], [0.1151, 0.0130, -0.0513], [-0.0325, -0.0263, 0.0259], [-0.0346, -0.0031, 0.0402], [0.0290, -0.0277, -0.2074], [0.0720, 0.0015, 0.1279], [-0.0068, 0.0258, 0.1738], [0.0269, -0.0068, -0.0711], [-0.0327, -0.0190, 0.0471], [0.0102, -0.0143, -0.0612], [0.0215, 0.0261, 0.0143], [-0.0414, -0.0155, -0.0573], [-0.0077, 0.0001, 0.0088], [-0.0010, 0.0152, -0.0026], [0.0041, 0.0024, 0.0013], [0.0069, 0.0079, 0.0061], [-0.0044, -0.0180, -0.0005], [0.0057, 0.0019, 0.0041], [-0.0934, 0.1507, -0.4181], [0.1531, -0.1906, 0.0409], [-0.0302, 0.0315, 0.0219], [-0.0056, 0.0055, -0.0150], [0.0172, -0.0170, -0.0009], [-0.0130, -0.0067, -0.0294], [-0.0300, 0.0793, 0.1111], [-0.0642, -0.0598, -0.0707], [0.0039, -0.0020, -0.0049], [-0.0037, 0.0031, -0.0012], [-0.0056, 0.0052, -0.0047], [-0.0001, 0.0042, 0.0072], [-0.0004, 0.0632, -0.0058], [0.0183, 0.0144, 0.0059], [0.0089, 0.0054, 0.0273], [0.0186, -0.1041, -0.0232], [0.1327, 0.0285, 0.0723], [-0.0621, 0.0179, -0.0939], [-0.0218, 0.0284, 0.0435], [0.1272, 0.0361, 0.1266], [-0.0868, -0.0038, -0.0887], [-0.0078, 0.0020, -0.0027], [-0.0069, -0.0018, -0.0086], [-0.0046, -0.0180, 0.0020], [0.0011, 0.0043, -0.0094], [0.0517, -0.0037, -0.0095], [0.0031, 0.0023, -0.0102], [0.0096, 0.0012, 0.0089], [-0.0158, -0.0059, 0.0058], [-0.0008, 0.0082, 0.0231]], "relative_energy_ev": 0.000, "total_charge": 2, "multiplicity": 4, "gap_ev": [8.0, 7.4], "energy_ev": -77320.9043}

Record 3
{"formula": "C8H32BeN16O8", "method": "ωB97M-V/def2-TZVPD", "species": ["Be", "C", "O", "N", "N", "H", "H", "H", "H", "C", "O", "N", "N", "H", "H", "H", "H", "C", "O", "N", "N", "H", "H", "H", "H", "C", "O", "N", "N", "H", "H", "H", "H", "C", "O", "N", "N", "H", "H", "H", "H", "C", "O", "N", "N", "H", "H", "H", "H", "C", "O", "N", "N", "H", "H", "H", "H", "C", "O", "N", "N", "H", "H", "H", "H"], "positions_angstrom": [[0.13136, -0.12444, -0.07952], [2.30574, -0.08593, -2.58546], [1.67341, -0.91150, -1.92471], [3.55689, 0.20133, -2.33553], [1.81414, 0.72434, -3.41365], [4.18497, -0.28202, -1.70944], [3.92645, 1.09364, -2.63100], [0.90943, 0.45745, -3.77473], [2.55159, 1.20806, -3.90587], [-2.36217, 2.44819, 0.78624], [-1.98228, 1.31188, 0.79240], [-1.65670, 3.45707, 0.23076], [-3.54362, 2.90651, 1.21232], [-1.82188, 4.45331, 0.24890], [-0.81627, 3.12418, -0.21976], [-3.71441, 3.90173, 1.23400], [-4.16955, 2.21012, 1.59095], [1.57152, 2.97143, -0.67380], [0.65827, 2.18044, -0.62224], [2.53179, 3.17148, 0.23497], [1.52491, 4.04447, -1.40448], [2.32646, 2.45723, 0.91892], [3.12519, 3.97911, 0.10962], [0.84021, 4.12589, -2.14249], [2.45156, 4.43683, -1.49092], [1.37976, -3.52688, 0.45495], [0.53189, -2.80829, -0.04994], [1.61946, -3.71494, 1.77481], [2.21591, -4.25596, -0.16081], [2.23496, -4.48959, 1.97774], [1.16732, -3.23808, 2.54180], [2.16473, -4.37629, -1.16231], [3.18670, -4.12970, 0.08760], [-3.11476, -1.65392, -0.62522], [-2.01956, -1.27264, -0.28407], [-4.03676, -0.90147, -1.14716], [-3.51401, -2.84230, -0.47628], [-3.85478, 0.07750, -0.97805], [-4.97664, -1.21082, -1.34970], [-3.07393, -3.51916, 0.13059], [-4.40063, -3.01879, -0.92667], [-1.91523, 1.08420, -2.88292], [-1.05264, 0.74276, -2.03517], [-2.61337, 2.12156, -2.92721], [-2.12727, 0.25279, -3.96407], [-3.47786, 2.09291, -3.44870], [-2.40204, 2.84499, -2.25484], [-1.59927, -0.60820, -3.95902], [-2.60885, 0.56387, -4.79558], [-0.95400, -1.73486, 3.07350], [-0.11065, -1.24410, 2.40279], [-2.23506, -1.86080, 2.92302], [-0.63261, -2.35718, 4.13029], [-2.72943, -1.44312, 2.14761], [-2.77044, -2.29871, 3.65902], [0.28656, -2.22133, 4.52624], [-1.29296, -2.91355, 4.65421], [2.96959, -0.22957, 2.09223], [2.25683, -0.31234, 1.07477], [4.10354, 0.49808, 2.21404], [2.82273, -0.85502, 3.22706], [4.59206, 0.92622, 1.44064], [4.57211, 0.37038, 3.09961], [3.48753, -0.74842, 3.97991], [1.90436, -1.25033, 3.36999]], "forces_ev_per_angstrom": [[-0.2238, -0.4385, -0.2574], [-0.6110, -3.5488, 5.2313], [-0.2200, -0.6688, -0.4311], [5.0859, 0.8186, 0.9161], [-2.4813, 3.2389, -4.3781], [-0.8579, -0.2383, 0.0373], [0.0285, -0.2709, -0.0153], [0.0814, 0.6628, -0.2441], [-1.1596, 0.2045, -0.9425], [0.0524, 1.8234, -0.6090], [-0.0481, -1.5649, 0.4154], [1.7684, 0.6657, -1.2533], [-1.8406, -0.4911, 0.9634], [-0.3128, -0.4691, 0.2782], [0.3295, 0.1021, 0.0710], [-0.3475, -0.5290, 0.1744], [-0.0977, 0.6078, 0.1927], [-1.0324, 0.8561, 1.7545], [-0.1646, -1.6393, 0.0552], [0.2933, -2.5128, 0.5320], [-0.0366, 2.9298, -3.7271], [1.6047, 0.4068, 1.1377], [0.0848, -0.6894, 1.3065], [0.4814, -0.0675, -0.1567], [-0.6381, 0.8033, -0.9169], [-3.8798, 3.7496, 2.3067], [-0.3580, -0.4353, 0.2989], [-0.0162, 0.0964, 2.2244], [5.1658, -3.9844, -5.0396], [-0.3839, 0.2718, 0.3254], [-0.0847, 0.0438, -0.6604], [-0.4990, 0.4613, 0.0624], [-0.0977, -0.2904, 0.2981], [3.1228, 1.8470, 0.8997], [1.3734, 0.7862, 0.7135], [-2.3080, 4.0737, -1.8862], [-2.3726, -6.4086, 0.5376], [-0.2985, 0.0535, -0.4265], [0.3069, 0.2750, 0.2480], [0.1250, 0.1700, -0.5254], [0.2238, -0.9516, 0.6111], [5.1016, -6.7771, 0.3028], [-1.5576, 1.1828, -1.3954], [-3.3668, 5.5549, 0.6237], [0.0884, -0.5509, -0.1015], [0.2123, 0.5240, 0.2010], [-0.5045, -0.0039, 0.0668], [-0.2787, 0.1479, -0.1186], [0.2492, -0.2310, 0.1767], [-0.5259, 0.2868, -1.2873], [2.1814, 2.4613, -2.5520], [-4.8710, 0.5550, -2.0490], [2.8894, -3.6360, 6.7359], [0.2961, -0.0393, -0.0094], [-0.0563, 0.3982, -0.5013], [-0.3542, -0.1872, -0.0196], [0.4775, 0.1983, 0.0914], [0.1308, 0.6725, -3.0164], [1.1568, 0.4551, 1.2848], [1.4243, 1.4540, -0.6198], [-2.1067, -2.3029, 2.5418], [-0.2522, -0.2467, 0.1841], [0.4418, 0.5643, -0.6668], [-0.6293, -0.1858, -0.1227], [0.0963, -0.0441, 0.1288]], "relative_energy_ev": 0.000, "total_charge": 1, "multiplicity": 2, "gap_ev": [4.1, 8.9], "energy_ev": -49434.2201}

Record 4
{"formula": "C8H18CeClIO3P", "method": "ωB97M-V/def2-TZVPD", "species": ["C", "C", "H", "H", "H", "O", "I", "Ce", "P", "C", "C", "H", "H", "H", "C", "H", "H", "H", "H", "H", "H", "C", "O", "Cl", "C", "C", "O", "H", "H", "H", "H", "H", "H"], "positions_angstrom": [[0.55696, 2.48396, -1.66826], [0.12209, 1.07335, -1.43294], [-0.28943, 3.18710, -1.78778], [1.15057, 2.52203, -2.59523], [1.18419, 2.83048, -0.83692], [0.29311, 0.55507, -0.26228], [-0.82270, -2.79419, -0.20387], [0.88339, -0.75381, 1.45995], [-0.29659, 0.00494, -2.86763], [-1.99277, -0.51088, -2.61087], [-0.25950, 0.91687, -4.40023], [1.91589, -0.96069, -2.62049], [0.98436, -1.61112, -4.03305], [0.62226, -2.17158, -2.35641], [0.93059, -1.30900, -2.97317], [0.77584, 1.03589, -4.74644], [-0.82418, 0.29878, -5.11836], [-2.42159, -0.74225, -3.59529], [-2.55420, 0.29637, -2.11896], [-0.74076, 1.89493, -4.28303], [-2.01228, -1.40545, -1.96671], [-2.02989, -0.54758, 1.54232], [-3.13747, -0.32040, 1.33524], [3.25381, -1.28675, 0.72884], [0.73546, -0.23279, 6.14353], [0.19626, -0.74655, 4.80656], [0.70607, 0.08301, 3.70049], [1.82939, -0.26915, 6.15974], [0.38866, -0.84642, 6.97695], [0.42234, 0.79677, 6.37162], [0.52490, -1.75774, 4.53281], [-0.89323, -0.72244, 4.72804], [0.79845, 1.00924, 3.99184]], "forces_ev_per_angstrom": [[-0.0230, 0.0093, 0.1319], [2.0362, -0.1544, 3.5577], [0.1688, -0.3576, -0.0565], [-0.2410, 0.0382, 0.1318], [-0.3000, -0.1300, -0.1497], [-1.1819, 2.3054, -4.6268], [0.5061, -0.3331, 0.8667], [0.1456, -1.8289, 0.3202], [-0.6078, -1.1121, -0.5266], [-0.1997, -0.2609, 0.1294], [0.2517, 0.3918, 0.0172], [-0.3013, -0.0692, -0.2312], [0.0615, 0.1780, 0.3390], [0.1363, 0.4531, -0.2724], [0.0733, -0.3063, 0.1143], [-0.2951, 0.0456, 0.0028], [0.2265, 0.2867, 0.1702], [0.0068, 0.1245, 0.2615], [0.0418, -0.1864, -0.2657], [0.0210, -0.2054, -0.2134], [-0.0697, 0.4500, -0.3149], [-3.2290, 1.1192, -0.3212], [3.1851, -0.7974, 0.5640], [-0.3531, 0.2266, 0.0038], [0.1549, -0.1967, -0.1951], [-0.1082, 0.1432, 0.3461], [0.1052, 0.7492, 0.0229], [-0.1501, -0.0139, -0.0809], [-0.0990, -0.0774, -0.1946], [-0.0734, -0.2556, -0.3037], [0.0736, 0.1257, 0.4435], [0.0795, 0.0638, 0.2493], [-0.0414, -0.4248, 0.0803]], "relative_energy_ev": 0.000, "total_charge": 2, "multiplicity": 2, "gap_ev": [6.1, 6.2], "energy_ev": -57558.8156}